# C4H7F

A single C4H7F molecule at a distorted geometry (ωB97M-V with the def2-TZVPD basis set, OMol25).

E_LUMO   1.01 eV
Gap between HOMO and LUMO   0.3782 Eh
HOMO energy   -9.28 eV
Max |F|   3.94 eV Å⁻¹
E   -6977.1163 eV

Geometry as XYZ:
```
12
Properties=species:S:1:pos:R:3:mulliken_charge:R:1
C -1.177 -0.907 -0.280 -1.1113
C -0.070 0.110 0.000 0.7563
C -0.376 1.453 -0.234 -0.9806
C 1.370 -0.238 0.499 -0.4464
H -1.878 -0.281 -0.687 0.3864
H -1.432 -1.506 0.601 0.2745
H -0.974 -1.695 -1.055 0.2686
H -1.384 1.822 -0.083 0.3379
H 0.452 2.137 -0.101 0.2895
H 1.473 -1.219 0.910 0.2565
H 1.909 0.462 1.179 0.2551
F 2.088 -0.139 -0.748 -0.2865
```